64
Properties=species:S:1:pos:R:3:forces:R:3:lowdin_spin:R:1 method="wB97M-V/def2-TZVPD" charge=0 multiplicity=2 e_homo_ev="-9.0 / -9.0" lumo_ha="-0.0864 / -0.0739" orbital_gap_ha="0.244 / 0.258" s_squared=0.8105
C -2.61260 -0.17887 -0.03410 0.411 -0.036 -0.078 0.000
O 1.27663 -0.66931 1.48040 0.486 0.403 -1.250 0.090
O -1.00097 4.72121 1.31060 -0.088 0.046 0.249 0.020
C 1.66573 0.71016 3.90499 0.290 -0.022 -0.337 -0.013
P -0.48283 1.31422 -0.18922 0.087 0.184 -0.098 -0.009
H -0.46549 -2.50599 -1.10484 -0.026 -0.076 0.014 0.000
C 0.09379 0.64286 -1.78304 -0.350 -0.268 -0.214 -0.001
C -1.07334 -1.64336 -1.36940 -0.194 0.673 -0.135 0.000
C 2.38232 -0.42579 -0.66520 0.542 -0.043 0.099 0.008
C 1.79103 -1.18326 0.33313 -0.475 0.576 1.032 0.001
H -2.98092 -2.60476 -1.53668 0.071 -0.050 -0.041 0.000
N -2.21800 0.15267 3.07450 1.173 0.288 -0.377 0.047
F 2.09350 -4.42871 -1.23359 -0.057 -0.209 -0.013 -0.001
C -1.14680 0.44633 2.71933 -1.108 -0.445 0.036 -0.011
C 2.86434 -0.98047 -1.83064 0.387 0.018 0.358 -0.002
C 3.84613 0.24639 5.64512 0.000 -0.135 0.095 0.005
C 3.98373 1.15281 4.60309 0.192 0.240 -0.044 -0.002
C 2.76879 -2.33737 -2.02740 0.269 -0.021 -0.080 0.008
Cl 2.51277 -1.60557 7.07458 0.000 0.085 -0.033 -0.001
C -3.91673 -0.55588 0.21554 -0.149 0.016 -0.008 0.000
C 1.55875 -0.19269 4.96441 -0.138 0.010 0.055 0.003
H -1.48799 -1.73144 0.65215 -0.014 -0.099 0.174 0.000
C 0.38504 -1.16430 -3.34571 -0.212 0.048 -0.112 0.000
H 1.10373 2.46566 -2.33823 -0.012 -0.035 -0.024 0.000
Cl 5.17211 -0.05310 6.69133 -0.007 0.028 0.013 0.002
N -1.46514 -1.03963 -0.08058 -0.230 -0.071 -0.203 -0.001
F 3.41772 -0.21139 -2.76002 0.756 -0.089 0.196 -0.001
H -0.85164 3.63472 -1.02304 -0.067 0.162 -0.101 0.000
H -2.98558 3.20392 -0.25146 -0.080 -0.196 -0.010 0.000
Tc 0.64522 1.05803 2.05936 -0.998 -0.165 1.480 0.817
H -1.87664 -2.98783 -2.84115 -0.047 -0.003 0.010 0.000
F 1.13915 -3.32021 1.02238 -0.083 -0.110 0.043 0.002
Cl 3.05759 2.31050 2.31830 0.147 -0.072 -0.133 0.001
C 1.40039 0.95901 -3.80183 -0.394 0.125 -0.159 0.000
C 1.71847 -2.54290 0.10934 -0.053 -0.432 0.185 0.007
C 1.15943 -0.35986 -4.16403 -0.354 0.056 -0.245 0.000
F 2.49086 0.89068 -0.50582 0.399 0.511 0.333 0.002
H 0.20697 -2.19980 -3.62728 -0.017 0.116 -0.007 0.000
C -2.25386 -2.16599 -2.22671 -0.032 0.123 -0.087 0.000
H 1.57101 -0.75816 -5.08600 -0.005 0.019 0.122 0.000
H 2.00568 1.60250 -4.43189 -0.050 -0.085 0.085 0.000
C -0.17049 -0.68475 -2.15868 -0.515 0.101 -0.096 0.000
C -0.23138 3.12823 -0.29433 0.016 -0.327 -0.087 -0.004
H 0.81783 3.33286 -0.50918 0.084 -0.048 -0.046 0.000
O 0.03980 2.87358 2.07446 0.169 -0.271 -0.973 0.026
C -0.47526 3.67636 1.08726 0.246 -0.144 0.561 0.004
H -5.92638 0.15972 0.44839 0.129 0.032 -0.064 0.000
H -3.36324 -0.30243 -2.58491 0.056 -0.108 -0.041 0.000
C -3.24525 2.15028 -0.16408 -0.068 0.159 -0.005 0.000
H -2.29366 -0.76910 -3.90851 0.002 -0.021 0.034 0.000
C 2.19778 -3.11647 -1.05063 -0.057 -0.240 0.183 -0.002
Cl 5.45061 2.01395 4.33837 -0.054 -0.081 0.032 -0.001
C -4.89582 0.43253 0.24104 -0.020 0.076 0.010 0.000
C 0.88187 1.44466 -2.61538 -0.206 0.016 -0.274 0.000
F 3.21997 -2.88964 -3.14782 0.025 -0.048 -0.171 0.003
C 2.64024 -0.43903 5.81409 -0.016 -0.022 0.104 -0.001
C -2.27519 1.16248 -0.18581 0.010 -0.224 0.070 0.000
H -5.35062 2.52443 0.03771 0.104 -0.096 0.049 0.000
C -4.57035 1.76975 0.02686 -0.036 -0.034 0.015 0.000
H -3.80160 -1.64386 -3.64634 0.061 0.026 0.052 0.000
H -4.17190 -1.59268 0.40747 0.036 0.073 -0.034 0.000
Cl 0.09846 -1.06583 5.23923 0.051 0.077 -0.133 0.001
C -2.96456 -1.15657 -3.14007 0.063 0.010 0.171 0.000
C 2.89682 1.32651 3.77013 -0.045 0.030 -0.147 0.003


62
Properties=species:S:1:pos:R:3:forces:R:3:lowdin_spin:R:1 method="wB97M-V/def2-TZVPD" charge=-1 multiplicity=5 e_homo_ev="-4.6 / -4.7" lumo_ha="0.0922 / 0.0920" orbital_gap_ha="0.261 / 0.264" s_squared=6.0148
H 3.48809 -2.17823 1.01683 0.008 0.270 -0.007 0.002
C 1.61435 2.02014 1.46172 -0.482 0.958 0.295 0.006
F -0.47220 0.90537 1.66567 -0.093 0.705 0.270 0.015
C -1.88521 0.57770 -1.56755 0.195 -0.017 0.179 0.004
C 0.33102 4.36266 2.42569 0.053 -0.069 -0.105 0.000
C -4.39630 -2.05123 4.03196 0.039 0.071 0.310 0.000
C 0.81856 4.12290 -1.71654 -0.047 0.220 0.007 0.000
F -3.87211 -1.48938 6.29013 0.049 -0.080 -0.289 0.000
C -3.48943 -1.64033 5.00664 0.116 0.012 -0.212 0.000
F -5.66629 -2.30806 4.39745 0.183 0.013 -0.102 0.000
H -2.43459 -0.35805 -1.64492 -0.063 0.029 0.017 0.000
C -0.31329 -2.96624 -3.92286 -0.086 -0.128 -0.086 0.000
C 0.71852 1.71498 -1.73661 0.220 -0.132 0.257 0.002
F -0.26399 5.46849 2.91998 0.138 -0.226 -0.146 0.000
C -0.35613 -2.14874 -2.81124 -0.022 0.065 0.093 -0.001
Fe 0.38144 -1.24636 0.71926 0.552 -1.177 0.122 3.642
C 0.55835 -0.33676 -4.09149 -0.063 0.031 0.037 0.001
H 3.79905 2.82804 -2.61576 0.110 -0.025 0.026 0.000
C -4.00273 -2.18267 2.71341 0.452 0.101 -0.065 0.002
C 0.60067 -3.76049 1.36445 -0.115 -0.103 -0.141 0.047
F 2.32466 5.57210 2.04589 -0.117 -0.198 0.021 0.000
H 0.19272 -3.10886 -6.00147 0.036 -0.007 -0.006 0.000
C 0.75835 -3.73291 -0.03490 -0.184 -0.155 0.127 0.037
C 0.16666 -2.47287 -5.12569 -0.009 -0.020 -0.098 0.001
H 1.86970 -2.95968 2.99087 0.029 0.089 0.137 0.001
H -0.92490 3.00497 -1.22518 -0.090 -0.023 0.029 0.000
C 2.28081 3.26459 1.52989 -0.273 -0.463 -0.060 0.002
C 0.25492 2.04990 1.82672 0.529 -0.192 -0.306 0.001
H -2.02988 1.17525 -2.46840 0.065 -0.017 -0.014 0.001
H 0.13571 -4.25512 -0.74138 -0.168 0.107 -0.080 0.002
S -2.22404 -1.97488 0.65372 0.732 0.230 -0.854 0.039
H -2.26127 1.10723 -0.69401 -0.033 0.001 0.059 0.000
H 0.33380 5.06918 -1.52586 -0.047 0.103 -0.017 0.000
C 2.14148 4.08782 -2.11423 -0.002 -0.016 0.008 0.002
F -0.50480 -1.25126 2.97343 -0.455 -0.087 0.568 0.014
C -2.17699 -1.37953 4.62939 0.011 0.031 0.171 0.000
F 3.56112 3.35767 1.12869 -0.247 0.015 0.158 0.001
C 1.94414 -3.03799 -0.32611 0.056 0.153 -0.116 0.039
F -1.66399 3.11944 2.70982 0.219 0.040 -0.103 0.000
C 2.76289 2.86418 -2.31420 0.056 0.020 -0.055 0.000
H -0.71438 -2.52916 -1.86327 -0.045 -0.064 -0.004 -0.001
H 2.68776 5.00940 -2.24874 0.082 0.069 -0.019 0.000
C 0.10728 2.94941 -1.53962 -0.121 -0.303 0.017 0.002
C 1.65700 4.40292 1.99596 -0.228 0.202 0.129 0.000
H -0.18534 -4.27012 1.89857 -0.146 0.141 0.018 0.002
H 0.89582 0.68690 -4.16419 0.015 0.053 -0.027 0.000
S 2.38720 0.58001 1.00676 0.160 -1.117 -0.073 0.035
C 2.52683 -2.64581 0.89532 0.092 0.066 0.075 0.037
C 0.07344 -0.82738 -2.88627 0.189 -0.047 0.136 0.003
H 2.57020 0.73674 -2.19336 0.049 -0.001 -0.037 0.000
C -2.68733 -1.89379 2.28632 -0.354 0.067 1.140 0.006
C -1.79941 -1.51517 3.30981 -0.153 -0.135 -0.601 0.002
C 1.69260 -3.08944 1.93778 0.048 0.240 0.075 0.028
C 0.60140 -1.15948 -5.20541 0.046 0.000 -0.205 0.000
P -0.10844 0.13091 -1.34013 -0.605 0.438 -0.780 0.020
C 2.06650 1.69015 -2.10129 -0.125 -0.075 0.042 0.002
C -0.37611 3.16942 2.32418 -0.094 0.204 0.064 0.000
H 2.38613 -2.92393 -1.30147 -0.006 0.147 -0.151 0.002
F -1.27847 -0.99009 5.54809 -0.170 -0.056 -0.052 0.000
H -0.65793 -3.98840 -3.84970 -0.001 -0.066 -0.001 0.000
H 0.97239 -0.76904 -6.14588 0.006 -0.006 0.018 0.000
F -4.91602 -2.58704 1.81328 0.110 0.114 0.210 0.001


70
Properties=species:S:1:pos:R:3:forces:R:3:lowdin_spin:R:1 method="wB97M-V/def2-TZVPD" charge=-1 multiplicity=4 e_homo_ev="-5.0 / -5.1" lumo_ha="0.0476 / 0.0241" orbital_gap_ha="0.231 / 0.211" s_squared=3.7791
S 2.74746 0.12381 -0.00423 0.078 -0.132 -0.352 0.267
C -0.24991 1.80751 -3.98769 -0.024 -0.030 0.059 0.006
C -3.05752 4.63377 -1.44831 0.044 -0.122 -0.049 0.000
F 1.13260 -4.06556 0.54244 0.019 0.016 -0.064 0.001
C 4.84405 1.45053 -1.06557 0.126 0.184 -0.059 0.004
C -4.07574 6.62506 -0.86472 -0.003 0.036 0.132 0.000
S 1.03256 2.68198 -0.87122 0.184 0.189 0.057 0.446
S -3.66668 5.94543 0.65370 0.039 -0.148 -0.103 0.000
H 6.50561 2.46900 -1.91713 -0.017 -0.007 -0.002 0.004
C 3.37664 -4.33981 5.49414 -0.019 0.080 0.106 0.000
C -1.97432 3.64617 2.02240 -0.051 0.018 -0.116 0.000
H 5.16141 4.40374 -2.70391 -0.010 -0.017 0.000 0.001
H 5.42282 0.59688 -0.73762 -0.005 0.007 -0.005 -0.001
N 0.35338 -0.50117 1.69810 -0.017 0.055 -0.008 0.035
C 3.45238 1.44914 -0.81800 -0.257 -0.144 0.155 0.113
H 3.85916 -5.56838 3.79239 -0.018 0.024 -0.001 0.000
C -0.89957 1.51356 1.93142 -0.089 0.113 -0.018 0.002
H -3.85203 6.06741 -2.93283 -0.001 -0.013 0.026 0.000
C 4.67652 3.59075 -2.17689 -0.147 0.154 -0.042 0.022
C -0.83615 0.56302 -3.30121 -0.149 0.101 0.119 0.006
C -0.07516 0.49293 2.50800 0.069 -0.129 0.139 0.005
C 2.68295 2.58064 -1.24262 -0.404 -0.038 0.127 0.088
C -0.14452 1.70095 4.62358 0.004 0.036 0.086 0.001
F 1.14616 -0.67552 -3.46403 -0.090 -0.135 -0.012 0.000
H -2.29384 2.05099 -0.94577 0.102 0.022 -0.010 0.000
F 1.70554 -3.36320 -2.80774 -0.128 0.336 -0.066 0.001
C 1.02436 -0.49976 4.38966 0.063 -0.137 -0.073 0.001
C 2.17684 -2.69288 4.07482 0.125 -0.111 0.263 0.000
H 2.72681 4.46276 -2.28521 0.003 -0.014 0.015 0.001
C -0.12721 -0.67323 -3.88716 0.064 0.042 0.171 0.000
H 1.38962 -2.24988 1.52713 -0.056 0.074 0.020 0.000
H -1.14257 3.56968 4.64042 0.002 -0.025 0.005 0.000
C -3.69403 5.82243 -1.89207 -0.025 0.022 -0.039 0.000
C 3.38280 -4.67870 4.17894 0.028 -0.038 0.023 0.000
F -2.94926 1.64740 -3.22974 -0.001 -0.123 -0.091 0.000
C -2.34405 0.50280 -3.65386 -0.009 0.013 0.004 0.003
H 1.29839 -0.48775 5.43871 -0.002 0.052 0.008 0.000
C -2.96341 4.54582 -0.08838 -0.142 0.247 0.005 0.000
H -0.52268 1.84624 -5.04231 0.051 0.041 0.006 0.000
F 2.07026 -5.29454 -1.34970 -0.074 0.150 0.010 0.000
C -1.99287 2.26617 0.07160 -0.035 -0.014 -0.023 0.000
F 2.94980 -3.05261 -0.72710 0.061 0.017 0.057 0.004
C 1.41236 -1.54616 3.58064 -0.129 0.141 0.056 0.001
C 1.06122 -1.47941 2.21297 0.107 -0.069 -0.052 0.006
C -0.86070 2.69863 4.05987 -0.004 0.065 0.101 0.000
H 2.59602 -3.85098 2.29375 -0.029 0.028 0.058 0.000
F -2.58162 0.42115 -4.98373 -0.037 0.015 0.173 0.001
H -0.62144 2.68797 -3.46792 0.001 0.020 -0.024 0.002
F -0.18449 -4.23548 -1.50295 -0.052 -0.039 -0.096 0.001
F 0.69803 -2.07734 -0.79215 -0.028 -0.048 -0.331 0.020
C 5.43907 2.49335 -1.72649 0.027 -0.185 0.094 0.068
H 0.15074 1.75494 5.66511 -0.021 0.010 -0.012 0.000
C -1.26499 2.63451 2.68626 0.070 -0.153 -0.079 0.002
C 0.27089 0.55844 3.86145 -0.075 0.008 -0.173 0.001
O -0.75610 0.59955 -1.94098 0.299 -0.404 -0.129 0.080
H -4.57417 7.58101 -0.90468 0.013 -0.041 -0.040 0.000
F -0.08345 -0.66963 -5.23983 -0.039 -0.006 -0.002 0.000
F -2.99622 -0.50781 -3.07187 0.043 0.150 -0.069 0.000
H 3.81706 -4.86152 6.32972 -0.004 -0.017 -0.067 0.000
C 3.32908 3.62935 -1.94627 0.250 -0.013 -0.101 0.038
H -2.67205 3.87586 -2.11789 -0.001 0.050 0.039 0.000
H -2.22795 4.55825 2.55179 0.051 0.003 0.026 0.000
C -2.32052 3.49118 0.69654 0.005 -0.079 0.172 0.001
Ni 0.37203 0.04434 -0.39772 0.212 0.413 -0.239 1.753
H 0.83439 1.79143 -3.89168 0.008 0.002 0.015 0.001
S 2.53681 -2.87255 5.76480 -0.038 0.003 -0.202 0.000
N -1.28359 1.33368 0.65656 -0.106 0.107 0.070 0.012
C 2.69601 -3.73850 3.36614 0.004 -0.001 -0.169 0.000
F -0.71685 -1.81042 -3.51421 0.207 -0.076 -0.014 0.000
As 1.41137 -3.69994 -1.15796 -0.024 -0.537 0.531 0.002


The lowest multiplicity belongs to which entry? C30H17Cl5F5N2O3PTc


Among the records above, which one has the lowest multiplicity? C30H17Cl5F5N2O3PTc


Which of these has the highest multiplicity? C30H18F10FePS2


Among the records above, which one has the lowest multiplicity? C30H17Cl5F5N2O3PTc